# 1
{
  "formula": "C8H21CeF3O4P2S",
  "method": "ωB97M-V/def2-TZVPD",
  "e_homo_ev": [-16.71, -16.71],
  "charge": 2,
  "gap_ev": [6.32, 6.32],
  "de_lowest_kcal_mol": 0.0,
  "species": ["Ce", "H", "H", "P", "P", "C", "H", "H", "H", "C", "H", "H", "H", "C", "H", "H", "H", "C", "H", "H", "H", "C", "H", "H", "H", "C", "H", "H", "H", "C", "O", "H", "F", "C", "F", "F", "S", "O", "O", "O"],
  "positions_angstrom": [[0.1226, 1.0816, -0.4566], [0.9535, -1.6369, 3.6567], [0.3600, -1.9518, 3.3217], [2.3184, -1.0055, -0.7555], [-2.6824, 0.3915, 0.3886], [-3.4281, 1.9250, -0.3050], [-4.4641, 2.0193, 0.0500], [-2.8634, 2.8218, -0.0111], [-3.4470, 1.8644, -1.4011], [-4.0013, -0.7787, -0.0856], [-3.8131, -1.7678, 0.3660], [-5.0021, -0.4617, 0.2149], [-4.0019, -0.8869, -1.1862], [-3.1755, 0.6698, 2.1494], [-2.5430, 1.4513, 2.5885], [-4.2323, 0.9699, 2.2566], [-3.0319, -0.2572, 2.7189], [1.9809, -2.5492, -1.7019], [2.9281, -3.1026, -1.8059], [1.2504, -3.1563, -1.1475], [1.5893, -2.2831, -2.6966], [3.5866, -0.3163, -1.8545], [4.0197, 0.6036, -1.4197], [4.3912, -1.0692, -1.9851], [3.1609, -0.0763, -2.8427], [3.3885, -1.7768, 0.5211], [2.8041, -2.4788, 1.1286], [4.2172, -2.3330, 0.0451], [3.8094, -0.9986, 1.1708], [1.1435, 1.9957, -2.0191], [1.6457, 2.7874, -2.7259], [-0.5864, -0.6439, -0.2541], [2.3990, 4.9162, 2.2429], [1.5236, 4.4918, 1.2813], [0.7464, 5.5406, 0.9437], [2.1654, 4.1208, 0.1699], [0.4623, 3.0367, 1.8717], [1.1289, 1.7052, 1.6019], [0.1440, 3.2604, 3.2502], [-0.5970, 3.0830, 0.8067]]
}


# 2
{
  "formula": "C6H12O",
  "method": "ωB97M-V/def2-TZVPD",
  "e_homo_ev": -9.77,
  "gap_ev": 10.73,
  "smiles": "CC(C)[C@H]1C[C@H]1O",
  "de_lowest_kcal_mol": 26.2,
  "species": ["C", "C", "C", "C", "C", "C", "O", "H", "H", "H", "H", "H", "H", "H", "H", "H", "H", "H", "H"],
  "positions_angstrom": [[1.5524, 1.1644, 0.1552], [0.7172, -0.1185, 0.2131], [1.4848, -1.2902, -0.4087], [-0.6027, 0.0959, -0.5007], [-1.7768, -0.8355, -0.3436], [-1.8730, 0.5654, 0.1633], [-1.9732, 0.6464, 1.5552], [1.0122, 2.0170, 0.5838], [2.4994, 1.0535, 0.6947], [1.7931, 1.4186, -0.8858], [0.5061, -0.3597, 1.2643], [2.4379, -1.4603, 0.1063], [1.7120, -1.0903, -1.4643], [0.9028, -2.2170, -0.3636], [-0.4760, 0.5081, -1.5029], [-2.3346, -1.1582, -1.2152], [-1.7211, -1.5689, 0.4590], [-2.4787, 1.2931, -0.3832], [-1.3818, 1.3361, 1.8729]]
}


# 3
{
  "formula": "C11H34CrN6OS",
  "method": "ωB97M-V/def2-TZVPD",
  "e_homo_ev": [-12.98, -14.49],
  "charge": 2,
  "gap_ev": [7.87, 9.37],
  "s_squared": 6.010,
  "spin_multiplicity": 5,
  "species": ["Cr", "N", "C", "C", "N", "C", "C", "N", "C", "C", "N", "H", "H", "H", "H", "H", "H", "H", "H", "H", "H", "H", "H", "H", "H", "H", "H", "H", "H", "N", "C", "C", "C", "N", "H", "H", "H", "H", "H", "H", "H", "H", "H", "H", "C", "S", "C", "O", "H", "H", "H", "H", "H", "H"],
  "positions_angstrom": [[8.3234, 7.9097, 7.3282], [7.1438, 7.5302, 9.2508], [5.7845, 7.1297, 8.9428], [5.8254, 6.0287, 7.7963], [6.5884, 6.5301, 6.6170], [7.0886, 5.3064, 5.9236], [8.6084, 5.1052, 6.1407], [9.1716, 5.9687, 7.1939], [5.6384, 7.2974, 5.7611], [5.3490, 8.8064, 6.2676], [6.6013, 9.4074, 6.8212], [7.5438, 6.8359, 9.9230], [7.1622, 8.4134, 9.7817], [5.1055, 8.0058, 8.6947], [5.2833, 6.5834, 9.7238], [4.8889, 5.6226, 7.4628], [6.3637, 5.2593, 8.2369], [6.8619, 5.2259, 4.8091], [6.5955, 4.4575, 6.3573], [9.0973, 5.3135, 5.2017], [8.6981, 4.0202, 6.3012], [10.2133, 6.0160, 7.1251], [8.9317, 5.6169, 8.1153], [4.6108, 6.8169, 5.7663], [6.0594, 7.2836, 4.7350], [4.5738, 8.7993, 7.0413], [4.9971, 9.3128, 5.4166], [6.5589, 10.3126, 7.2280], [7.1902, 9.6931, 6.0171], [9.5695, 9.4114, 8.3995], [11.0215, 9.3342, 8.0215], [11.1621, 9.7715, 6.5318], [10.9276, 8.6079, 5.5219], [9.4919, 8.3314, 5.3998], [9.2918, 10.3471, 7.9581], [9.3440, 9.5040, 9.4170], [11.3838, 8.2938, 8.1375], [11.6497, 9.9165, 8.7065], [12.1912, 9.9960, 6.3555], [10.4490, 10.5942, 6.2783], [11.4618, 7.7011, 5.7676], [11.2559, 8.9583, 4.5614], [9.2820, 7.5727, 4.7175], [9.0426, 9.1645, 5.0373], [9.7523, 14.1279, 6.4899], [8.0782, 13.4268, 7.0360], [7.8027, 14.0097, 8.7119], [8.2466, 11.9051, 7.2925], [9.7714, 15.2085, 6.7003], [9.8668, 13.9429, 5.4266], [10.5033, 13.5684, 7.0796], [6.9263, 13.4898, 9.1301], [7.6241, 15.0759, 8.7960], [8.6542, 13.7051, 9.3189]]
}


What is the formula in the third record? C11H34CrN6OS